9
Properties=species:S:1:pos:R:3 method="wB97M-V/def2-TZVPD" multiplicity=2 largest_force_ev_per_a=4.22 gap_ev="8.88 / 6.96" e_lumo_ha="-0.4543 / -0.5132" de_lowest_ev=5.835 charge=+2
C -0.459 0.424 0.186
C -1.208 -0.458 -0.623
O 0.677 -0.256 0.400
H -0.290 1.481 -0.029
H -1.676 0.075 -1.459
H -1.936 -1.039 -0.045
Ag 3.026 0.485 1.778
O 1.834 0.529 0.237
H 0.032 -1.242 -0.445

13
Properties=species:S:1:pos:R:3 method="wB97M-V/def2-TZVPD" largest_force_ev_per_a=11.17 gap_ev=11.22 e_lumo_ha=-0.1382 de_lowest_ev=7.254 charge=+1
Na -0.106 -0.277 0.579
O 0.668 1.288 1.090
H 1.209 1.366 1.875
H -0.064 1.886 1.243
O -0.710 0.262 -0.997
H -1.567 -0.016 -1.320
H -0.577 1.128 -1.382
O -0.924 -1.683 0.106
H -1.650 -2.100 0.571
H -0.304 -2.394 -0.057
O 1.265 -0.151 -0.377
H 2.041 0.404 -0.300
H 0.720 0.287 -1.031

17
Properties=species:S:1:pos:R:3 method="wB97M-V/def2-TZVPD" smiles=C#CC[C@@H]1C[C@@H]1C largest_force_ev_per_a=0.68 gap_ev=10.67 e_lumo_ha=0.0400 de_lowest_ev=3.293
C -0.854 0.629 2.261
C -0.599 1.385 1.358
C -0.027 1.801 0.074
C 0.842 0.582 -0.268
C 1.003 -0.312 -1.451
C 0.479 -0.864 -0.106
C -0.911 -1.484 -0.237
H -1.099 -0.028 3.061
H -0.798 2.079 -0.653
H 0.625 2.678 0.189
H 1.819 0.728 0.189
H 2.001 -0.379 -1.887
H 0.222 -0.402 -2.203
H 1.093 -1.406 0.618
H -0.779 -2.417 -0.799
H -1.412 -1.748 0.702
H -1.600 -0.849 -0.804